An isolated ion of composition C27H35N2O3 and charge +1, computed with ωB97M-V/def2-TZVPD.

Structure (ORCA input):
```
! wB97M-V def2-TZVPD RIJCOSX def2/J DEFGRID3
* xyz 1 1
C 3.3421 3.8770 -5.1748
H 3.2594 4.4562 -4.2513
H 4.3515 3.4667 -5.2659
H 3.1382 4.5240 -6.0254
O 2.3648 2.8572 -5.2328
C 2.3591 1.8883 -4.3119
C 3.2596 1.7799 -3.2477
C 3.1582 0.7322 -2.3563
C 2.1736 -0.2458 -2.5085
C 1.2719 -0.1379 -3.5752
C 1.3585 0.9142 -4.4520
H 0.6622 1.0158 -5.2681
H 0.4795 -0.8615 -3.6825
C 2.0850 -1.3605 -1.5832
N 2.0574 -2.6540 -1.9370
C 1.9675 -3.4210 -0.7930
C 1.8898 -4.7934 -0.5994
C 1.7848 -5.2342 0.7049
C 1.7544 -4.3448 1.7811
C 1.8349 -2.9785 1.5975
C 1.9475 -2.5279 0.2899
N 2.0511 -1.2565 -0.2427
C 1.7699 -0.0697 0.5165
H 2.0340 0.8176 -0.0614
H 2.3165 -0.0754 1.4598
C 0.2400 -0.0411 0.7773
O -0.5269 -0.4080 -0.0718
O -0.0056 0.3898 1.9851
C -1.3683 0.5063 2.4792
C -2.0458 -0.8612 2.5096
C -3.4335 -0.7627 3.1448
C -4.1088 -2.1303 3.1642
H -5.0901 -2.0603 3.6255
H -3.5155 -2.8455 3.7292
H -4.2327 -2.5085 2.1519
C -4.2649 0.2559 2.3668
C -3.5745 1.6160 2.3461
H -4.1907 2.3277 1.7976
H -3.4700 1.9746 3.3708
C -2.1958 1.5249 1.6867
H -2.3270 1.1256 0.6750
C -1.4766 2.8852 1.5579
C -1.4513 3.6907 2.8556
H -1.0453 3.1088 3.6790
H -2.4486 4.0285 3.1221
H -0.8244 4.5699 2.7263
C -2.0990 3.7207 0.4400
H -2.0991 3.1732 -0.5002
H -3.1230 3.9905 0.6824
H -1.5340 4.6394 0.3018
H -0.4367 2.6766 1.2735
H -5.2490 0.3539 2.8271
H -4.4080 -0.1005 1.3445
H -3.3226 -0.4106 4.1764
H -2.1461 -1.2371 1.4898
H -1.4211 -1.5600 3.0723
H -1.2127 0.8651 3.5013
H 1.8054 -2.2980 2.4326
H 1.6633 -4.7377 2.7812
H 1.7192 -6.2926 0.8999
H 1.9039 -5.4846 -1.4257
C 2.1582 -3.1945 -3.2662
H 2.4888 -2.4203 -3.9555
H 2.8795 -4.0119 -3.2683
H 1.1913 -3.5797 -3.5946
H 3.8821 0.6479 -1.5585
H 4.0446 2.5059 -3.1128
*
```

Computed properties:
E_HOMO   -11.597 eV
DFT total energy   -1384.92983 a.u.
Energy above the lowest of the compared OMol25 structures with the same formula, charge and spin   0.1085 eV
Orbital gap   8.69 eV

So, what does the Löwdin scheme give us? The charges, in e, come out as: -0.06 0.10 0.10 0.10 -0.05 -0.26 0.01 -0.02 -0.16 -0.01 0.03 0.13 0.13 -0.12 0.02 -0.12 0.02 -0.05 -0.05 0.02 -0.12 0.06 0.02 0.14 0.15 -0.48 0.14 0.05 -0.22 -0.11 -0.37 -0.06 0.08 0.08 0.08 -0.16 -0.14 0.12 0.12 -0.25 0.14 -0.38 -0.06 0.08 0.08 0.08 -0.06 0.08 0.08 0.08 0.13 0.12 0.13 0.15 0.12 0.13 0.16 0.12 0.11 0.11 0.12 0.02 0.10 0.11 0.12 0.13 0.11


C27H35N5O2OsS2Si as an isolated structure, computed with ωB97M-V/def2-TZVPD.

Structure (ORCA input):
```
! wB97M-V def2-TZVPD RIJCOSX def2/J DEFGRID3
* xyz 0 1
Os -1.4410 -0.9372 0.0526
N -3.5657 -0.7819 0.3930
C -4.1732 0.2135 -0.5027
C -3.7330 -0.1740 -1.9146
N -2.2521 -0.3047 -1.9310
H -3.8770 -1.7190 0.1145
H -3.7888 -0.6594 1.3821
H -3.7928 1.2002 -0.2308
H -5.2651 0.2368 -0.4407
H -4.0821 0.5579 -2.6446
H -4.1548 -1.1431 -2.1846
H -1.7921 0.5210 -2.3017
H -1.9527 -1.0804 -2.5153
S -1.8252 -3.2041 0.2196
C -2.4618 -3.3642 1.8495
C -3.1712 -4.5071 2.2088
C -3.6557 -4.6696 3.4982
C -4.4336 -5.8372 3.8218
N -5.0668 -6.7661 4.0623
C -3.4030 -3.6822 4.4635
C -2.6754 -2.5549 4.1176
C -2.2104 -2.3760 2.8131
S -1.3231 -0.9274 2.3764
C -3.8989 -3.8176 5.8096
N -4.2972 -3.9000 6.8846
H -3.3571 -5.2759 1.4695
H -2.4722 -1.8021 4.8682
O 1.8253 0.3446 -0.2463
C 1.4802 -0.6267 -1.0535
N 0.3104 -1.2230 -1.0353
C 0.3307 -2.2086 -2.1114
O -0.6358 -2.7870 -2.5025
C 1.6966 -2.2126 -2.6874
C 2.2536 -2.9528 -3.7070
C 3.5727 -2.6906 -4.0547
C 4.2923 -1.7021 -3.3924
C 3.7169 -0.9493 -2.3755
C 2.4012 -1.2214 -2.0367
H 1.6746 -3.7157 -4.2117
H 4.0484 -3.2551 -4.8450
H 5.3190 -1.5158 -3.6794
H 4.2819 -0.1847 -1.8591
C -0.5831 1.9612 0.1010
Si 1.2828 1.9299 0.0041
C 2.0083 2.3116 1.6902
C 3.5081 1.9833 1.7443
C 1.7951 3.7766 2.0894
C 1.2780 1.4080 2.6973
C 1.7877 2.9694 -1.4878
C 1.2470 2.2864 -2.7547
C 3.3119 3.0932 -1.6078
C 1.1724 4.3717 -1.3967
H -0.9098 2.6938 0.8428
H -0.9446 0.9982 0.5063
H -1.0972 2.1848 -0.8336
H 4.0986 2.6340 1.0992
H 3.7027 0.9489 1.4557
H 3.8706 2.1183 2.7678
H 2.3537 4.4610 1.4475
H 2.1465 3.9317 3.1139
H 0.7413 4.0666 2.0604
H 1.2956 0.3578 2.4007
H 0.2337 1.6984 2.8289
H 1.7628 1.4841 3.6753
H 1.6027 1.2588 -2.8625
H 1.5794 2.8395 -3.6389
H 0.1535 2.2789 -2.7763
H 3.8002 2.1171 -1.6332
H 3.7354 3.6617 -0.7798
H 3.5699 3.6188 -2.5332
H 0.0811 4.3369 -1.3482
H 1.4416 4.9506 -2.2860
H 1.5281 4.9241 -0.5268
*
```

Computed properties:
E_HOMO (alpha / beta)   -5.674 / -6.454 eV
DFT total energy   -2650.75320 a.u.
Energy above the lowest of the compared OMol25 structures with the same formula, charge and spin   0.7155 eV
Orbital gap (alpha / beta)   4.29 / 5.64 eV

So, what does the Löwdin scheme give us? The charges, in e, come out as: 0.71 -0.16 -0.22 -0.20 -0.07 0.06 0.08 0.11 0.12 0.12 0.13 0.09 0.07 0.64 -0.66 -0.06 -0.19 -0.18 0.16 -0.19 -0.06 -0.67 0.59 -0.18 0.16 0.12 0.12 -0.03 -0.34 -0.03 -0.40 0.06 -0.10 0.01 -0.07 -0.06 0.00 -0.10 0.12 0.11 0.11 0.11 -0.13 0.61 -0.59 -0.08 -0.08 -0.11 -0.59 -0.07 -0.08 -0.08 0.06 -0.06 0.03 0.06 0.08 0.09 0.07 0.09 0.08 0.05 0.06 0.09 0.07 0.09 0.07 0.07 0.07 0.09 0.08 0.09 0.07


C27H35N6P2V as an isolated structure, computed with ωB97M-V/def2-TZVPD.

Structure (ORCA input):
```
! wB97M-V def2-TZVPD RIJCOSX def2/J DEFGRID3
* xyz 1 2
V 0.0239 1.2584 0.4112
C -3.2860 2.4487 -0.9560
P -2.4414 1.6565 0.4495
C -3.1398 2.5207 1.8964
C -3.1820 -0.0094 0.5672
C -4.5067 -0.2479 0.2052
C -5.0439 -1.5222 0.2890
C -4.2622 -2.5724 0.7495
C -2.9475 -2.3419 1.1230
C -2.3920 -1.0692 1.0294
P -0.6436 -0.7460 1.4809
C -0.6869 -1.0377 3.2947
C 0.2384 -2.2416 0.9048
H -3.0775 1.8861 -1.8656
H -2.8833 3.4555 -1.0715
H -4.3614 2.5223 -0.8017
H -4.2276 2.4505 1.9128
H -2.8453 3.5702 1.8602
H -2.7376 2.0798 2.8077
H -5.1283 0.5617 -0.1563
H -6.0703 -1.6966 -0.0063
H -4.6759 -3.5700 0.8149
H -2.3514 -3.1721 1.4818
H -1.0884 -2.0187 3.5515
H -1.3046 -0.2711 3.7632
H 0.3261 -0.9571 3.6950
H -0.1552 -3.1675 1.3227
H 1.2896 -2.1594 1.1881
H 0.1795 -2.2696 -0.1833
N 0.1137 0.4000 -1.1099
C 0.3513 -0.2413 -2.1852
C -0.6907 -0.5457 -3.2048
C -0.3497 -0.8412 -4.5230
C -1.3358 -1.1123 -5.4618
C -2.6731 -1.0995 -5.0958
C -3.0215 -0.8177 -3.7808
C -2.0378 -0.5446 -2.8450
C 1.7403 -0.7644 -2.3967
C 2.8314 0.0965 -2.2822
C 4.1307 -0.3852 -2.3865
C 4.3537 -1.7368 -2.6086
C 3.2728 -2.5988 -2.7435
C 1.9758 -2.1152 -2.6480
H 0.6918 -0.8455 -4.8189
H -1.0559 -1.3316 -6.4842
H -3.4402 -1.3143 -5.8282
H -4.0621 -0.8219 -3.4791
H -2.2998 -0.3523 -1.8137
H 2.6470 1.1565 -2.1454
H 4.9680 0.2987 -2.3190
H 5.3645 -2.1133 -2.6967
H 3.4406 -3.6518 -2.9294
H 1.1346 -2.7882 -2.7675
N 4.7387 1.1029 3.6501
C 4.2977 1.0895 2.2459
C 2.7934 0.8478 2.1550
N 2.2318 1.1129 0.8169
H 5.7292 1.3171 3.6874
H 4.6376 0.1799 4.0594
H 3.8866 2.3768 4.7886
H 4.8295 0.3539 1.6327
H 4.5202 2.0745 1.8257
H 2.3019 1.4945 2.8780
H 2.5494 -0.1781 2.4354
H 2.5237 0.3899 0.1595
H 2.6568 1.9664 0.4571
N 3.0336 2.8760 5.0463
C 2.2525 3.4629 4.3927
N 1.4075 4.1044 3.7183
C 0.7313 3.3855 2.8367
N 0.2102 2.7736 2.0100
*
```

Computed properties:
E_HOMO (alpha / beta)   -8.986 / -8.205 eV
DFT total energy   -3004.91023 a.u.
Energy above the lowest of the compared OMol25 structures with the same formula, charge and spin   0.0000 eV
Expectation value of S²   0.841
Orbital gap (alpha / beta)   6.67 / 5.79 eV

So, what does the Löwdin scheme give us? The charges, in e, come out as: 0.35 -0.24 0.84 -0.25 -0.39 -0.08 -0.06 -0.06 -0.07 -0.36 0.83 -0.24 -0.23 0.04 0.05 0.04 0.05 0.05 0.04 0.10 0.11 0.11 0.10 0.05 0.04 0.03 0.04 0.04 0.03 -0.07 -0.31 -0.17 -0.03 -0.07 -0.08 -0.07 -0.04 -0.20 -0.07 -0.09 -0.09 -0.07 -0.04 0.12 0.11 0.10 0.10 0.07 0.11 0.10 0.10 0.11 0.12 -0.01 -0.24 -0.24 -0.03 0.09 0.10 0.06 0.12 0.12 0.07 0.11 0.07 0.10 0.26 -0.22 0.16 -0.26 0.10